Below is C19H42FeNO2P3 as an isolated structure, with properties calculated with ωB97M-V/def2-TZVPD.

Last column: Mulliken charge in e.
Atoms and positions in Å:
Fe 0.4727 -0.9134 -0.7570  0.392
P 1.9586 -2.1946 -1.6199  0.642
P 1.3775 -0.8806 1.5844  0.949
P -1.4174 -1.7453 0.1250  0.961
O -3.9555 1.3262 -1.5686  -0.486
O -0.9470 2.3224 2.8822  -0.537
N 0.0519 4.2802 2.2886  -0.305
C -2.7078 1.2802 -1.5890  0.157
C -2.5693 -2.4141 -1.1316  -1.302
C -2.0052 2.2402 -0.5782  -0.613
C 2.2961 -2.3378 2.2517  -1.426
C -0.5018 0.2859 -2.1837  -0.148
C 1.3788 -2.7612 -3.2601  -1.290
C 0.5961 3.1572 -2.9367  -0.390
C -0.8178 1.5160 -0.1005  -0.635
C 0.2967 -0.5330 3.0356  -1.488
C -2.5375 -0.6306 1.0772  -1.554
C -1.8784 0.3863 -2.3728  -1.236
C -0.9290 3.5613 2.9009  0.784
C 2.6396 0.4429 1.7692  -1.359
C -0.6140 3.0865 -3.4990  -0.621
C 0.1290 1.0399 -1.0465  -0.222
C -1.9895 4.3904 3.5759  -1.355
C 3.5834 -1.4437 -2.0323  -1.362
C 2.4571 -3.7440 -0.7810  -1.357
C -1.2906 -3.1611 1.2958  -1.080
H 1.7278 -3.7952 -3.3983  0.488
H -2.8591 2.5435 0.0801  0.243
H 0.1585 5.2813 2.4171  0.218
H -2.9957 -1.1791 1.9115  0.557
H -0.5326 -3.8719 0.9435  0.310
H 2.1575 1.3134 2.2324  0.329
H 1.8061 -2.0918 -4.0232  0.433
H -0.6877 2.8967 -4.5727  0.322
H 3.0356 0.7257 0.7851  0.358
H 0.1196 -0.0613 -3.0150  0.776
H -3.1256 -3.2473 -0.6775  0.517
H -3.3220 -0.2622 0.4057  0.493
H 3.2653 -3.5666 -0.0578  0.364
H 0.7612 3.7710 1.7677  0.184
H 0.7706 3.3753 -1.8754  0.292
H -1.9899 -2.7768 -1.9914  0.314
H -1.5674 3.4274 -3.0781  0.335
H 0.4764 0.5005 3.3558  0.421
H 0.5379 -1.2370 3.8455  0.657
H -2.0124 0.2480 1.4691  0.364
H -0.7639 -0.6320 2.7752  0.209
H 2.7878 -4.4169 -1.5809  0.551
H 1.4619 3.2734 -3.6080  0.340
H -1.5823 4.9295 4.4381  0.399
H 4.2642 -1.4921 -1.1719  0.401
H -2.2723 -3.6562 1.3092  0.553
H -2.3568 -0.1604 -3.1893  0.572
H 3.4540 0.0769 2.4120  0.488
H -0.4853 1.5879 0.9339  -0.044
H 1.1134 1.5099 -1.1711  1.545
H 3.4356 -0.3900 -2.3016  0.435
H -2.7712 3.7181 3.9245  0.327
H -1.0258 -2.8204 2.3052  0.370
H 1.9893 -3.2795 1.7789  0.331
H 1.5950 -4.1828 -0.2636  0.296
H 2.0943 -2.4046 3.3292  0.465
H -1.7239 3.1779 -1.0888  0.617
H -3.2615 -1.6302 -1.4741  0.452
H 0.2798 -2.7166 -3.3072  0.307
H 3.3736 -2.1882 2.0953  0.449
H -2.4319 5.1214 2.8887  0.405
H 4.0250 -1.9750 -2.8877  0.435

Calculated values
- total energy (eV) = -88191.5852
- charge = +3
- HOMO energy (alpha / beta) (Ha) = -0.6569 / -0.6577
- 2S+1 = 6

=====

Below is C19H42LaNOP3S as an isolated structure, with properties calculated with ωB97M-V/def2-TZVPD.

Last column: Mulliken charge in e.
Atoms and positions in Å:
La 0.4297 0.0876 -0.4318  1.167
S 0.3741 -0.8534 -3.0832  -0.293
P -0.5128 0.8684 2.3603  0.549
P -1.3038 2.2276 -1.3456  0.582
P 0.3979 -2.5929 0.8546  0.604
O 2.4495 1.1340 0.1089  -0.382
N 4.0503 -0.4763 0.0391  -0.219
C -3.2138 -2.6431 -3.0990  -0.829
C -1.8050 -3.8376 -4.6605  -0.352
C -0.7203 -3.0224 -4.3356  -0.621
C -1.1412 -3.3653 1.4821  -1.321
C -3.0218 2.4123 -0.7414  -1.114
C 1.5986 -3.0092 2.1658  -1.263
C -3.4251 -5.2086 -7.2918  -0.622
C 3.6888 0.8076 0.0970  0.855
C -0.4127 2.6727 2.6279  -1.179
C -2.2406 0.5216 2.8776  -1.131
C 4.7570 1.8304 0.1291  -1.110
C 0.4293 0.2521 3.7939  -1.251
C -1.5251 2.1443 -3.1613  -1.148
C -2.2156 -5.1013 -7.8658  -0.485
C -2.1530 -1.7906 -2.7970  -0.044
C -3.0540 -3.6449 -4.0692  -0.467
C -0.8964 -1.9529 -3.4182  0.830
C -0.5638 3.8842 -1.1214  -1.138
C 0.8362 -3.7565 -0.4976  -1.229
H -2.0323 3.0463 -3.5344  0.440
H 5.7245 1.3234 0.1472  0.422
H 0.5766 3.0259 2.3056  0.350
H -1.9655 -3.0924 0.8095  0.352
H 1.8728 -2.0998 2.7184  0.279
H -1.6312 -0.4833 0.0406  -0.044
H -2.1114 1.2507 -3.4147  0.292
H 1.6372 -3.3213 -1.1147  0.388
H 2.5055 -3.4338 1.7175  0.465
H 0.1845 -0.7994 3.9935  0.378
H -1.0601 -4.4617 1.5230  0.454
H -3.0160 2.8202 0.2806  0.330
H -4.1994 -4.4461 -7.4367  0.273
H -2.4361 0.9528 3.8711  0.445
H -3.4816 1.4125 -0.7082  0.312
H -2.3971 -0.5657 2.9109  0.287
H 1.5030 0.3380 3.5793  0.334
H -0.5410 2.8894 3.6981  0.499
H -1.3736 -2.9847 2.4860  0.383
H -0.5402 2.0424 -3.6396  0.370
H 0.2670 -3.1709 -4.7714  0.468
H 1.1778 -4.7146 -0.0798  0.452
H -2.9378 0.9521 2.1450  0.289
H -1.4574 -5.8864 -7.7538  0.302
H 5.0465 -0.6615 -0.0085  0.245
H -3.9001 -4.2564 -4.3632  0.471
H -2.2768 -0.9830 -2.0693  0.188
H -0.0365 -3.9225 -1.1469  0.316
H -4.1563 -2.5106 -2.5878  0.482
H -0.2391 4.0095 -0.0778  0.287
H 4.6917 2.4642 -0.7630  0.310
H 0.3208 3.9595 -1.7701  0.406
H -1.1878 3.1932 2.0481  0.309
H -1.6966 -4.6186 -5.4123  0.409
H -1.9590 -4.2496 -8.5071  0.273
H -3.6192 3.0640 -1.3978  0.444
H -1.2713 4.6823 -1.3852  0.416
H 0.1896 0.8640 4.6751  0.487
H 1.1794 -3.7365 2.8747  0.411
H 4.6500 2.4519 1.0242  0.310
H -3.6987 -6.0866 -6.6944  0.318
H 3.3820 -1.2565 0.0670  0.011

Calculated values
- total energy (eV) = -63457.0970
- charge = +3
- ΔE to the lowest compared entry with this formula, charge and spin (kJ/mol) = 219.53
- HOMO energy (alpha / beta) (Ha) = -0.5755 / -0.5749

=====

Below is a 3-piece molecular cluster, C19H42N3O9S2 overall, with properties calculated with ωB97M-V/def2-TZVPD.

Last column: Mulliken charge in e.
Atoms and positions in Å:
S 3.5883 2.4830 0.6614  -0.167
S -4.0528 3.4799 4.0499  -0.126
O -3.4437 0.2709 0.9923  -0.367
O -3.0372 -0.4688 -3.5234  -0.383
O 2.7294 3.5063 4.1353  -0.350
O 4.8768 3.2420 3.6374  -0.563
O 0.7748 -1.2360 -1.7931  -0.197
O -5.1875 5.0280 2.4146  -0.463
O 2.9633 -5.2797 -2.2098  -0.323
O -1.1981 4.0710 2.3823  -0.594
O -0.4947 2.8158 4.0912  -0.377
N -2.4520 -2.0076 -0.9717  0.030
N -5.2467 3.6317 2.9703  -0.414
N 3.6913 -2.3630 -2.4278  -0.341
C 1.5467 3.9881 3.4491  1.096
C 4.1820 -4.6856 -1.7865  -0.836
C 3.2297 -1.0306 -2.0469  -0.909
C -2.8316 -2.0411 0.4391  -0.922
C -1.7060 -0.0139 -3.6713  -0.437
C -3.5497 -2.2190 -1.9058  -0.468
C -1.4474 3.1780 3.1572  0.197
C -3.1822 -1.8640 -3.3325  -0.712
C -3.8843 -1.0647 0.9546  -0.567
C 3.3357 1.9263 2.3733  -0.312
C 0.3790 3.8825 4.4361  -1.086
C 1.7610 5.4044 2.9574  -1.659
C -3.4728 0.9690 -0.2362  -0.532
C 3.7306 2.9700 3.4096  0.316
C 3.9986 -3.2567 -1.3220  -0.152
C 2.8231 -5.4425 -3.6031  -0.692
C -2.6892 2.4005 3.2580  0.707
C 0.4782 -2.6203 -1.8854  -0.155
C 1.9941 -0.8956 -1.1642  -0.380
H 2.3041 1.6088 2.4992  0.365
H -2.5513 1.5090 3.8641  0.308
H -3.8350 -3.2768 -1.8716  0.363
H 0.9140 -3.0666 -2.7870  0.108
H -1.7569 1.0003 -4.0650  0.291
H 2.1120 6.0598 3.7549  0.381
H -1.1504 -0.6392 -4.3789  0.342
H 3.2178 -3.2617 -0.5498  0.150
H 1.9909 -6.1258 -3.7661  0.231
H -5.2902 4.8882 1.4681  0.265
H 3.9997 1.0742 2.4983  0.399
H -0.1660 4.8227 4.5055  0.439
H -1.9220 -1.8499 1.0149  0.330
H 4.9286 -2.9256 -0.8476  0.376
H 2.4404 5.4632 2.1051  0.269
H -4.4403 -1.6285 -1.6538  0.307
H -4.0853 -1.3365 1.9942  0.413
H 0.7785 3.6281 5.4173  0.429
H -3.5601 2.0290 0.0031  0.363
H -3.0231 2.1574 2.2561  -0.678
H -0.6061 -2.7018 -1.9412  0.028
H -2.5499 0.8322 -0.8095  0.073
H -1.1573 0.0074 -2.7261  0.043
H -2.2810 -2.3981 -3.6562  0.309
H 0.8221 -3.1669 -1.0023  0.271
H -4.8433 -1.1447 0.4256  0.353
H 4.9372 -4.7446 -2.5778  0.398
H -2.0101 -1.1160 -1.1618  -0.125
H 2.5971 -4.5013 -4.1170  0.284
H 3.0263 -0.4855 -2.9720  0.393
H -3.1512 -3.0619 0.6811  0.457
H 3.7255 -5.8750 -4.0475  0.332
H 1.2647 3.3535 2.6084  0.203
H 2.9920 -2.7930 -3.0177  0.169
H 3.0659 3.7076 0.7910  0.033
H 4.5414 -5.2755 -0.9388  0.392
H -4.3319 0.6768 -0.8474  0.315
H -4.0053 -2.1855 -3.9781  0.418
H 1.9044 0.1632 -0.9078  0.281
H 0.7934 5.7697 2.6109  0.427
H 4.0579 -0.5118 -1.5514  0.360
H 2.0964 -1.4375 -0.2149  0.271

Calculated values
- total energy (eV) = -64948.0465
- charge = -1
- HOMO energy (Ha) = -0.1047